[1]
Molecular formula: C5H11O2
Method: DFT, the ωB97M-V functional and the def2-TZVPD basis

The calculation puts the energy relative to the best compared isomer or geometry (same formula, charge and spin) at 34.2 kcal per mole. Its expectation value of S² is 0.75. The spin multiplicity is 2. As for the orbital gap (spin up / spin down): 10.77 / 7.55 eV. The strongest force on any atom is 1.20 eV Å⁻¹. Its net charge is 0.

```
18
Properties=species:S:1:pos:R:3:forces:R:3
C 0.065 1.247 0.413 -0.02 -0.55 -0.19
O -0.745 1.995 1.209 0.32 0.05 -0.25
C -0.665 0.542 -0.721 0.66 -0.22 -0.93
C 0.323 -0.310 -1.554 0.30 0.57 0.97
C 0.672 -1.576 -0.813 1.09 0.30 0.42
C 1.855 -2.187 -0.920 -0.69 0.88 0.27
H 0.672 0.501 0.947 -0.03 0.14 0.46
H 0.832 1.954 0.038 -0.16 0.13 -0.16
H -1.368 -0.180 -0.308 -0.49 0.39 0.10
H -1.140 1.273 -1.373 -0.33 -0.03 0.19
H 1.251 0.270 -1.638 -0.02 -0.05 -0.37
H -0.041 -0.479 -2.564 -0.17 -0.19 0.05
H 0.111 -1.815 0.088 -0.83 -0.54 -0.58
H 2.645 -1.645 -1.432 0.10 -0.78 -0.51
H 2.024 -3.072 -0.334 0.49 -0.06 0.08
H -2.915 0.958 2.998 -0.05 0.00 0.24
H -1.521 1.359 2.584 -0.06 0.19 0.66
O -2.055 1.167 3.378 -0.10 -0.23 -0.43
```
Forces are in eV/Å.

[2]
Molecular formula: C29H63HfO11
Method: DFT, the ωB97M-V functional and the def2-TZVPD basis

The calculation puts the energy relative to the best compared isomer or geometry (same formula, charge and spin) at 0.0 kcal per mole. As for the orbital gap: 1.66 eV. The strongest force on any atom is 7.43 eV Å⁻¹. Its net charge is +3.

```
104
Properties=species:S:1:pos:R:3:forces:R:3
Hf -1.564 0.859 -4.443 0.11 -0.84 7.38
C -0.659 -0.338 -0.292 0.59 0.15 1.28
C 0.039 0.632 -1.213 1.47 0.25 0.13
C 1.528 0.310 -1.415 0.33 -0.62 -1.08
O -0.670 0.758 -2.438 -1.87 0.15 -6.11
H -0.872 -1.319 -0.711 -0.39 0.30 -0.49
H -1.466 0.130 0.270 -0.51 -0.23 -0.54
H 0.008 -0.601 0.538 0.30 0.25 -0.13
H 0.182 1.644 -0.819 -1.16 0.06 0.37
H 2.118 0.384 -0.500 -0.39 -0.05 0.24
H 2.006 1.011 -2.105 -0.27 0.20 -0.05
H 1.717 -0.677 -1.849 -0.22 -0.14 0.18
C -1.968 -0.500 3.389 -0.08 -0.83 0.03
O -0.950 0.340 2.882 0.00 0.47 0.35
C -1.312 1.723 2.971 -0.43 -0.67 -0.44
C -0.252 2.583 2.346 1.85 1.16 -0.31
O -0.816 3.708 1.690 -0.69 -0.04 0.14
C 0.130 4.428 0.946 0.73 -0.14 -0.04
H -1.490 -1.408 3.759 0.00 -0.08 -0.17
H -2.682 -0.776 2.605 0.02 0.05 -0.12
H -2.565 -0.144 4.232 0.32 0.63 -0.01
H -1.530 1.944 4.016 0.13 0.35 -0.03
H -2.220 1.886 2.382 -0.17 0.06 0.17
H 0.432 2.097 1.631 -0.69 -0.87 -0.29
H 0.524 2.947 3.034 -0.45 0.07 0.62
H -0.209 5.414 0.638 -0.52 -0.13 0.23
H 0.401 3.876 0.034 0.04 -0.09 -0.07
H 1.051 4.585 1.519 0.01 -0.01 0.09
C 0.796 -4.620 0.963 0.00 0.38 -0.22
O 1.611 -3.854 1.848 -0.41 -0.27 -0.17
C 0.810 -3.002 2.643 1.04 -1.40 -0.43
C 1.742 -2.001 3.373 -2.70 0.22 0.11
O 2.452 -2.528 4.431 0.55 0.04 -0.25
C 3.771 -2.877 4.125 0.78 -0.55 -0.94
H -0.117 -5.012 1.420 0.20 -0.06 0.46
H 1.381 -5.452 0.582 0.07 0.14 -0.11
H 0.442 -3.959 0.164 0.16 -0.13 -0.30
H 0.287 -3.686 3.321 -0.04 0.57 0.60
H 0.051 -2.511 2.024 0.15 0.43 0.05
H 0.928 -1.396 3.795 0.49 0.58 0.31
H 2.278 -1.396 2.639 0.51 -0.28 0.09
H 3.809 -3.528 3.239 -0.28 -0.29 0.13
H 4.269 -3.380 4.947 -0.32 0.17 0.24
H 4.392 -2.044 3.762 -0.18 0.43 0.40
C 3.526 -1.265 -4.499 -0.14 -0.30 0.71
O 4.411 -0.430 -5.178 -0.36 -0.06 -0.76
C 5.481 0.111 -4.472 0.09 0.07 0.34
C 4.987 1.388 -3.736 0.07 -0.49 -0.91
O 4.349 2.164 -4.712 0.23 0.47 0.85
C 4.155 3.504 -4.281 -0.94 0.35 -1.15
H 2.529 -1.323 -4.938 0.23 0.44 -0.63
H 3.367 -0.905 -3.476 0.27 -0.28 0.18
H 3.890 -2.299 -4.509 0.18 0.02 0.30
H 6.253 0.362 -5.199 -0.11 0.14 -0.05
H 5.909 -0.570 -3.729 -0.13 -0.12 0.02
H 5.818 1.918 -3.268 -0.05 0.00 0.14
H 4.263 1.019 -2.995 -0.03 0.19 0.25
H 3.801 4.065 -5.147 0.35 -0.07 -0.19
H 5.052 3.997 -3.908 0.03 -0.25 0.29
H 3.286 3.566 -3.616 0.38 -0.12 0.63
C -4.950 0.374 -4.368 -0.67 -0.14 -2.06
O -3.680 0.242 -3.698 1.64 0.05 -0.97
C -3.865 -0.405 -2.412 -0.37 -0.07 2.10
C -4.178 0.654 -1.370 -0.16 0.93 -1.28
O -3.288 1.748 -1.585 0.11 -0.89 0.83
C -3.224 2.632 -0.476 1.33 0.76 -0.43
H -4.910 1.126 -5.159 0.34 0.41 0.39
H -5.797 0.600 -3.727 0.41 0.06 0.46
H -5.153 -0.533 -4.940 0.00 -0.30 0.49
H -3.011 -0.985 -2.064 0.46 0.25 -0.75
H -4.694 -1.114 -2.387 -0.02 -0.01 -0.72
H -4.152 0.133 -0.412 0.15 0.39 0.23
H -5.149 1.127 -1.553 -0.46 -0.70 0.37
H -4.166 3.105 -0.195 -0.16 -0.23 -0.13
H -2.518 3.386 -0.827 -0.32 0.38 0.17
H -2.706 2.220 0.394 -0.40 -0.46 0.01
C -6.099 -0.204 1.396 -0.70 -0.69 -0.53
O -5.997 -1.270 0.448 -0.08 0.51 -0.67
C -5.912 -2.552 0.990 1.63 -1.35 0.44
C -5.384 -3.535 -0.048 -0.52 -0.53 -1.15
O -4.107 -3.209 -0.615 -0.81 -0.01 0.21
C -3.071 -3.134 0.332 0.47 0.57 -0.90
H -6.933 -0.453 2.054 0.38 0.23 0.58
H -6.404 0.696 0.864 0.15 -0.04 -0.16
H -5.133 -0.032 1.876 -0.15 -0.08 0.42
H -6.809 -2.994 1.430 -0.35 0.49 -0.13
H -5.138 -2.591 1.770 -0.27 0.36 0.42
H -6.098 -3.645 -0.870 0.20 0.66 -0.31
H -5.344 -4.588 0.248 0.07 0.23 1.02
H -3.199 -2.239 0.951 0.17 -0.17 0.28
H -2.200 -2.986 -0.312 0.26 -0.01 0.36
H -2.885 -4.030 0.930 -0.43 -0.06 0.06
C 3.508 1.234 2.011 0.94 0.08 0.29
C 3.898 2.221 1.095 -1.05 0.23 0.03
C 5.173 2.832 1.070 -0.41 -0.32 -0.03
C 6.098 2.442 2.002 -0.91 0.65 -0.06
C 5.660 1.552 2.998 1.54 0.45 0.54
C 4.407 0.916 3.023 -0.53 -0.15 -1.11
H 2.532 0.777 1.932 -0.07 0.07 0.14
H 3.110 2.657 0.491 0.12 -0.16 -0.34
H 5.329 3.644 0.374 0.23 -0.05 -0.02
H 7.011 3.020 2.040 0.31 -0.52 0.32
H 6.356 1.437 3.821 -0.15 -0.42 0.09
H 4.187 0.169 3.771 -0.06 0.21 0.21
```
Forces are in eV/Å.

[3]
Molecular formula: C4H17NO3
Method: DFT, the ωB97M-V functional and the def2-TZVPD basis

The calculation puts the energy relative to the best compared isomer or geometry (same formula, charge and spin) at 8.7 kcal per mole. Its expectation value of S² is 0.75. The spin multiplicity is 2. As for the orbital gap (spin up / spin down): 10.92 / 6.27 eV. The strongest force on any atom is 4.00 eV Å⁻¹. Its net charge is +1.

```
25
Properties=species:S:1:pos:R:3:forces:R:3
C -1.328 -2.572 1.616 0.63 0.99 -0.18
C -0.311 -2.318 0.464 -1.20 0.22 1.59
N -0.166 -0.871 0.250 0.62 -1.97 -3.43
C 1.189 -0.498 -0.075 0.90 1.39 1.22
C -1.153 -0.323 -0.696 -0.35 0.24 0.62
H -0.848 -2.233 2.537 -0.16 -0.32 0.07
H -2.218 -1.949 1.488 -0.07 -0.36 -0.11
H -1.566 -3.623 1.656 -0.15 -0.20 0.10
H -0.743 -2.734 -0.453 0.43 0.05 -0.04
H 0.643 -2.742 0.755 0.12 -0.03 -0.34
H 1.554 -0.974 -0.987 -0.36 -0.41 -0.21
H 1.870 -0.750 0.741 -0.15 -0.18 -0.04
H 1.285 0.570 -0.263 -0.27 0.09 0.02
H -0.720 -0.180 -1.690 0.47 0.27 0.32
H -1.982 -1.000 -0.868 -0.20 -0.10 0.56
H -1.489 0.618 -0.271 -0.09 0.22 -0.34
H 2.805 0.098 -3.984 0.07 -0.16 0.14
H 1.577 0.830 -3.513 0.00 0.04 0.02
O 2.177 0.123 -3.252 -0.15 0.12 -0.06
H 1.915 3.556 1.438 0.07 0.13 -0.01
H 0.561 4.234 1.602 0.09 0.22 -0.07
O 1.458 4.229 1.954 -0.17 -0.28 0.00
H -2.071 2.611 0.099 -0.24 0.71 -0.79
H -1.161 2.762 1.172 0.60 0.71 0.04
O -1.277 3.138 0.280 -0.43 -1.39 0.90
```
Forces are in eV/Å.